# C69H140F30N12O24S10

C69H140F30N12O24S10 as an isolated structure at a distorted geometry (wB97M-V/def2-TZVPD, the Open Molecules 2025 dataset).

**HOMO**: -12.586 eV
**Net charge**: +2
**HOMO-LUMO gap**: 9.3797 eV

Element x y z (Å)
C 1.313 3.379 5.088
C 0.160 3.924 5.878
C -1.207 3.949 5.119
C -2.309 4.398 6.031
N -3.718 4.101 5.404
C -4.808 4.119 6.481
C -6.050 3.674 5.666
C -5.516 2.562 4.796
C -3.986 2.709 4.789
C -3.980 5.079 4.331
H 2.166 3.278 5.797
H 1.509 3.995 4.245
H 0.946 2.417 4.810
H 0.415 4.934 6.239
H 0.008 3.350 6.810
H -1.392 2.962 4.731
H -1.090 4.491 4.215
H -2.310 5.423 6.294
H -2.241 3.824 7.020
H -4.851 5.109 6.891
H -4.521 3.328 7.251
H -6.426 4.609 5.132
H -6.792 3.330 6.387
H -5.876 2.725 3.698
H -5.734 1.534 5.121
H -3.502 2.676 3.806
H -3.481 2.082 5.512
H -4.269 6.035 4.777
H -4.771 4.726 3.632
H -3.169 5.298 3.700
C 5.009 1.015 0.822
C 4.835 2.291 0.005
C 4.705 3.468 1.000
C 4.099 4.680 0.266
N 3.551 5.780 1.168
C 3.005 7.022 0.425
C 3.506 8.160 1.251
C 4.946 7.648 1.560
C 4.664 6.272 2.073
C 2.400 5.204 1.999
H 5.605 0.358 0.172
H 4.031 0.486 0.953
H 5.494 0.967 1.783
H 4.033 2.194 -0.720
H 5.698 2.449 -0.673
H 5.699 3.779 1.354
H 3.989 3.041 1.737
H 3.361 4.457 -0.458
H 4.866 5.190 -0.312
H 1.882 7.034 0.379
H 3.421 7.059 -0.573
H 2.891 8.168 2.137
H 3.364 9.103 0.721
H 5.475 8.155 2.349
H 5.600 7.580 0.726
H 4.307 6.352 3.064
H 5.451 5.574 1.954
H 1.964 5.982 2.672
H 2.849 4.424 2.593
H 1.670 4.736 1.347
C -6.784 8.064 -4.565
C -5.402 8.035 -5.135
C -4.598 6.964 -4.428
C -3.256 6.850 -5.178
N -2.424 5.721 -4.702
C -1.136 5.872 -5.471
C -0.985 4.655 -6.427
C -1.870 3.568 -5.758
C -2.972 4.364 -5.148
C -2.234 5.922 -3.235
H -7.307 8.939 -4.918
H -6.770 8.231 -3.469
H -7.325 7.132 -4.819
H -4.781 8.936 -5.051
H -5.265 7.772 -6.199
H -5.070 5.977 -4.246
H -4.397 7.288 -3.381
H -2.720 7.772 -5.033
H -3.337 6.634 -6.272
H -0.295 6.006 -4.868
H -1.165 6.756 -6.157
H 0.070 4.288 -6.546
H -1.408 4.959 -7.355
H -1.268 3.079 -5.013
H -2.148 2.826 -6.511
H -3.450 3.887 -4.315
H -3.764 4.665 -5.834
H -1.557 5.170 -2.891
H -3.162 6.023 -2.754
H -1.680 6.877 -3.230
C 3.064 -2.191 -8.290
C 2.349 -3.439 -7.856
N 2.422 -3.813 -6.331
C 3.842 -3.840 -5.946
C 1.509 -2.804 -5.626
C 1.501 -2.959 -4.128
C 1.770 -5.200 -6.298
C 2.708 -6.407 -6.396
O 3.407 -6.742 -7.617
C 2.546 -7.406 -8.544
H 2.999 -2.134 -9.414
H 4.049 -2.112 -7.912
H 2.524 -1.270 -7.936
H 2.660 -4.288 -8.421
H 1.249 -3.301 -8.018
H 3.937 -4.405 -5.004
H 4.064 -2.791 -5.788
H 4.461 -4.319 -6.708
H 0.516 -2.905 -5.983
H 1.984 -1.830 -5.805
H 2.473 -2.829 -3.616
H 1.066 -3.896 -3.791
H 0.873 -2.161 -3.741
H 0.931 -5.195 -6.998
H 1.362 -5.228 -5.273
H 1.996 -7.200 -6.177
H 3.390 -6.352 -5.595
H 1.960 -8.068 -7.959
H 3.153 -7.895 -9.308
H 1.856 -6.710 -9.017
C -0.145 2.442 0.647
C -0.813 1.621 -0.475
N -0.785 0.187 -0.265
C -1.103 -0.228 1.142
C -1.853 -0.495 -1.082
C -1.543 -0.479 -2.520
C 0.640 -0.382 -0.646
C 0.915 -1.866 -0.465
O 1.756 -2.057 0.688
C 2.283 -3.377 0.561
H 0.996 2.203 0.619
H -0.699 2.245 1.609
H -0.158 3.501 0.469
H -0.391 1.915 -1.463
H -1.883 1.848 -0.494
H -2.175 -0.042 1.270
H -0.497 0.337 1.809
H -0.900 -1.297 1.209
H -2.768 0.058 -0.935
H -1.944 -1.509 -0.684
H -2.440 -0.856 -3.062
H -0.786 -1.165 -2.843
H -1.371 0.572 -2.918
H 1.337 0.186 -0.036
H 0.830 -0.039 -1.664
H 1.463 -2.242 -1.372
H 0.067 -2.531 -0.289
H 3.223 -3.454 0.009
H 1.622 -4.075 -0.068
H 2.451 -3.923 1.476
C 5.069 -1.549 5.424
C 6.165 -2.535 5.562
N 6.375 -3.565 4.520
C 7.084 -2.882 3.386
C 7.154 -4.717 5.065
C 8.631 -4.421 5.532
C 4.990 -4.021 4.015
C 4.426 -5.017 5.034
O 4.494 -4.472 6.295
C 3.535 -5.010 7.215
H 4.072 -2.022 5.487
H 5.021 -0.878 4.569
H 5.265 -0.871 6.257
H 6.134 -3.009 6.522
H 7.046 -1.963 5.624
H 7.087 -3.374 2.452
H 8.082 -2.587 3.794
H 6.569 -1.890 3.125
H 7.136 -5.457 4.318
H 6.517 -5.086 5.907
H 9.069 -5.367 5.803
H 8.596 -3.728 6.342
H 9.223 -4.006 4.749
H 5.200 -4.503 3.074
H 4.361 -3.155 3.925
H 5.050 -5.944 4.951
H 3.416 -5.317 4.779
H 3.937 -5.911 7.804
H 2.627 -5.259 6.607
H 3.211 -4.220 7.872
C -4.374 -6.993 3.373
C -3.386 -7.978 2.813
N -2.648 -7.566 1.568
C -1.788 -6.430 1.963
C -1.850 -8.833 1.018
C -0.601 -9.332 1.837
C -3.695 -7.124 0.551
C -4.900 -7.952 0.213
O -4.476 -9.180 -0.310
C -4.288 -9.328 -1.746
H -4.859 -7.528 4.154
H -5.104 -6.698 2.659
H -3.928 -6.139 3.776
H -3.991 -8.753 2.365
H -2.671 -8.231 3.581
H -1.184 -6.748 2.775
H -2.462 -5.607 2.306
H -1.150 -6.196 1.135
H -1.388 -8.446 0.085
H -2.618 -9.567 0.799
H -0.107 -8.545 2.369
H 0.127 -9.729 1.134
H -0.984 -10.134 2.468
H -3.103 -6.985 -0.330
H -4.043 -6.174 0.859
H -5.539 -7.277 -0.398
H -5.445 -8.239 1.119
H -4.690 -10.330 -2.059
H -3.199 -9.288 -1.951
H -4.804 -8.634 -2.329
C 2.309 4.954 -3.549
F 1.575 6.041 -3.167
F 2.277 4.825 -4.852
F 3.609 5.213 -3.220
S 1.613 3.473 -2.841
O 1.790 3.436 -1.434
O 0.274 3.524 -3.398
N 2.544 2.346 -3.478
S 2.009 1.579 -4.779
O 1.664 0.219 -4.421
O 1.236 2.355 -5.673
C 3.653 1.324 -5.634
F 4.560 2.199 -5.216
F 4.094 0.134 -5.434
F 3.527 1.632 -6.955
C -5.594 1.493 -3.240
F -5.417 0.383 -2.507
F -5.139 1.246 -4.465
F -6.869 1.726 -3.247
S -4.741 2.791 -2.317
O -3.380 2.491 -2.185
O -5.136 3.961 -3.048
N -5.554 2.811 -0.958
S -5.044 2.379 0.460
O -3.811 1.650 0.536
O -5.219 3.411 1.407
C -6.321 1.136 0.862
F -6.233 0.139 -0.027
F -6.156 0.516 2.135
F -7.565 1.650 0.815
C 1.708 -8.469 -2.416
F 1.774 -8.970 -3.653
F 0.615 -8.928 -1.853
F 2.789 -8.799 -1.754
S 1.533 -6.642 -2.552
O 1.297 -6.186 -1.187
O 2.740 -6.299 -3.271
N 0.284 -6.399 -3.489
S -1.071 -5.837 -2.885
O -1.624 -6.597 -1.783
O -1.226 -4.413 -2.671
C -2.173 -6.074 -4.370
F -1.956 -7.269 -4.890
F -3.384 -5.889 -3.968
F -1.891 -5.226 -5.306
C -2.582 7.236 0.663
F -3.143 7.769 1.821
F -3.420 6.222 0.243
F -2.441 8.227 -0.262
S -0.936 6.497 1.265
O -1.314 5.293 1.991
O -0.146 6.253 0.052
N -0.404 7.687 2.141
S -0.452 7.360 3.741
O -1.754 7.141 4.396
O 0.640 6.459 4.227
C -0.034 8.952 4.329
F 1.126 9.281 3.817
F -0.964 9.851 4.029
F 0.161 8.832 5.634
C -4.227 -1.444 3.918
F -4.157 -1.447 5.306
F -5.445 -1.951 3.623
F -4.092 -0.206 3.434
S -2.851 -2.520 3.220
O -2.969 -3.886 3.665
O -3.066 -2.373 1.811
N -1.574 -1.829 3.613
S -0.734 -1.653 4.912
O 0.084 -0.499 4.749
O -1.338 -2.065 6.128
C 0.543 -2.930 4.628
F 1.409 -2.649 3.647
F 1.342 -3.079 5.737
F -0.005 -4.157 4.347

These are the Löwdin partial charges, in e, on atoms 1 to 99:
1. C -0.09
2. C -0.25
3. C -0.18
4. C -0.08
5. N -0.24
6. C -0.09
7. C -0.16
8. C -0.15
9. C -0.10
10. C -0.01
11. H 0.10
12. H 0.03
13. H 0.06
14. H 0.11
15. H 0.11
16. H 0.10
17. H 0.06
18. H 0.11
19. H 0.15
20. H 0.13
21. H 0.16
22. H 0.14
23. H 0.12
24. H 0.13
25. H 0.12
26. H 0.13
27. H 0.13
28. H 0.12
29. H 0.11
30. H 0.05
31. C -0.12
32. C -0.24
33. C -0.16
34. C -0.11
35. N -0.21
36. C -0.09
37. C -0.12
38. C -0.12
39. C -0.10
40. C 0.03
41. H 0.07
42. H 0.08
43. H 0.06
44. H 0.09
45. H 0.12
46. H 0.12
47. H 0.12
48. H 0.08
49. H 0.14
50. H 0.11
51. H 0.13
52. H 0.10
53. H 0.14
54. H 0.12
55. H 0.11
56. H 0.13
57. H 0.10
58. H 0.09
59. H 0.08
60. H 0.09
61. C -0.10
62. C -0.27
63. C -0.20
64. C -0.15
65. N -0.23
66. C -0.10
67. C -0.11
68. C -0.13
69. C -0.08
70. C 0.05
71. H 0.07
72. H 0.09
73. H 0.09
74. H 0.12
75. H 0.12
76. H 0.11
77. H 0.12
78. H 0.13
79. H 0.15
80. H 0.09
81. H 0.14
82. H 0.12
83. H 0.10
84. H 0.08
85. H 0.13
86. H 0.07
87. H 0.14
88. H 0.09
89. H 0.07
90. H 0.13
91. C -0.06
92. C -0.16
93. N -0.24
94. C 0.02
95. C -0.13
96. C -0.06
97. C -0.08
98. C -0.18
99. O -0.17

=====

# C4H11NO2

One molecule with the formula C4H11NO2 at a distorted geometry (wB97M-V/def2-TZVPD, the Open Molecules 2025 dataset).

**HOMO**: -9.201 eV
**Net charge**: 0
**HOMO-LUMO gap**: 9.9211 eV
**SMILES string**: N[C@H](CO)CCO

Element x y z (Å)
N 0.937 -0.872 -0.270
C -0.246 -0.229 0.356
C -1.304 -1.364 0.549
O -0.525 -2.444 1.247
C -0.811 0.923 -0.483
C 0.201 2.092 -0.467
O 1.513 1.743 -0.855
H 1.530 -0.213 -0.728
H 1.620 -1.194 0.622
H -0.003 0.201 1.351
H -2.152 -0.971 1.080
H -1.767 -1.692 -0.459
H -0.062 -2.879 0.525
H -0.950 0.550 -1.573
H -1.883 1.193 -0.194
H -0.179 2.940 -1.293
H 0.249 2.773 0.432
H 2.092 2.470 -0.739

Per-atom natural (NBO) charges, elementary charge units:
1. N -0.86
2. C -0.08
3. C -0.07
4. O -0.73
5. C -0.45
6. C -0.05
7. O -0.74
8. H 0.39
9. H 0.36
10. H 0.17
11. H 0.18
12. H 0.17
13. H 0.48
14. H 0.22
15. H 0.23
16. H 0.14
17. H 0.17
18. H 0.48

=====

# C3H3CsNaO3

C3H3CsNaO3 as an isolated structure at a distorted geometry (wB97M-V/def2-TZVPD, the Open Molecules 2025 dataset).

**Multiplicity**: 2
**HOMO (spin up / spin down)**: -15.469 / -16.608 eV
**Net charge**: +2
**HOMO-LUMO gap (spin up / spin down)**: 9.3162 / 9.4545 eV

Element x y z (Å)
O -0.627 -2.188 0.169
C 0.500 -2.418 0.018
C -1.709 1.326 -0.007
O 1.518 -3.000 -0.057
O 0.452 2.081 -0.383
C -0.684 2.313 0.099
Cs 3.393 -6.471 -0.137
H -2.534 1.333 0.707
H -1.751 0.726 -0.917
H -1.018 3.319 0.409
Na 2.459 2.978 0.099

Per-atom natural (NBO) charges, elementary charge units:
1. O -0.47
2. C 1.02
3. C -0.23
4. O -0.56
5. O -0.68
6. C 0.30
7. Cs 1.00
8. H 0.22
9. H 0.22
10. H 0.17
11. Na 0.99

=====

# C3H4N3

An isolated ion of composition C3H4N3 and charge +1 at a distorted geometry (wB97M-V/def2-TZVPD, the Open Molecules 2025 dataset).

**Multiplicity**: 3
**HOMO (spin up / spin down)**: -13.733 / -15.067 eV
**Net charge**: +1
**HOMO-LUMO gap (spin up / spin down)**: 8.1684 / 7.2254 eV

Element x y z (Å)
C 3.011 -0.625 0.580
C 0.700 -0.606 0.300
C -0.655 -0.802 -0.026
N 1.730 -1.016 0.674
N 3.002 0.219 -0.297
N 2.320 1.027 -0.850
H -1.166 -1.522 0.760
H -0.740 -1.070 -1.044
H -1.411 -0.065 0.265
H 2.537 1.443 -1.816

Per-atom natural (NBO) charges, elementary charge units:
1. C 0.44
2. C 0.64
3. C -0.80
4. N -0.34
5. N -0.10
6. N -0.24
7. H 0.33
8. H 0.30
9. H 0.33
10. H 0.43

=====

no.,calculated total energy (Eh),M (g/mol)
1,-12152.91619,2412.549
2,-364.17130,105.137
3,-523.77019,242.949
4,-280.42191,82.086